ORCA calculation (ωB97M-V/def2-TZVPD) on C12H22IrO7PS2Sb as an isolated structure in a non-equilibrium geometry.

```
46
Properties=species:S:1:pos:R:3:lowdin_spin:R:1
Ir 0.9005 0.5480 0.6160 0.859
O 2.5836 0.7824 -3.1602 0.009
S 2.3420 0.1501 -1.9180 0.002
O 0.8339 -0.1603 -1.6930 0.052
O 2.6123 0.8691 -0.6515 0.002
C 3.2159 -1.3791 -1.8529 0.000
C 4.3952 -1.4066 -2.5811 0.000
C 5.2122 -2.5316 -2.5246 0.000
C 4.8464 -3.6190 -1.7539 0.001
C 3.6597 -3.5958 -1.0233 0.000
C 2.8494 -2.4766 -1.0633 0.000
S 1.3552 -2.5665 -0.1156 0.001
O 1.3518 -3.7572 0.6503 0.000
O 0.2598 -2.5454 -1.1250 0.001
O 1.3230 -1.3679 0.7728 0.001
H 4.6756 -0.5564 -3.1884 0.000
H 6.1345 -2.5450 -3.0888 0.000
H 5.4787 -4.4951 -1.7111 0.000
H 3.3652 -4.4402 -0.4160 0.000
C 0.7872 -0.4838 4.1838 0.002
P -0.6606 0.2510 3.4452 0.006
C -1.8613 -1.0309 3.1244 0.002
C -1.3509 1.4892 4.5220 -0.001
O -0.2990 0.9708 2.1080 0.055
H 0.5436 -0.8508 5.1821 0.000
H 1.5731 0.2677 4.2655 0.000
H 1.1379 -1.3155 3.5718 0.000
H -2.1146 -1.5422 4.0545 0.000
H -1.4381 -1.7564 2.4287 0.000
H -2.7635 -0.5916 2.7000 0.000
H -1.6387 1.0293 5.4687 0.000
H -2.2281 1.9374 4.0569 0.000
H -0.6080 2.2641 4.7112 0.000
C -0.0207 -3.2100 -3.9608 0.000
Sb -0.4428 -1.4689 -2.8541 0.004
C -2.3226 -1.4527 -1.9391 0.000
C -0.4883 0.1409 -4.2229 0.004
H -0.8220 -3.2971 -4.6971 0.000
H -0.0247 -4.0623 -3.2878 0.000
H 0.9279 -3.1198 -4.4857 0.000
H -3.0661 -1.5005 -2.7357 0.000
H -2.4494 -0.5195 -1.3930 0.000
H -2.4141 -2.3068 -1.2751 0.000
H -1.2079 -0.1303 -4.9979 0.001
H 0.4885 0.3192 -4.6649 0.000
H -0.8342 1.0251 -3.6924 0.000
```

The energy above the lowest of the compared OMol25 structures with the same formula, charge and spin comes out at 0.576 eV. Its expectation value of S² is 0.7553. Its multiplicity is 2. The HOMO energy (spin up / spin down) comes out at -15.522 / -15.399 eV. The charge is +2. The LUMO energy (spin up / spin down) is -7.200 / -7.007 eV.



ORCA calculation (ωB97M-V/def2-TZVPD) on C16H31F3P2Pd as an isolated structure in a non-equilibrium geometry.

```
53
Properties=species:S:1:pos:R:3:lowdin_spin:R:1
P -0.2531 0.3737 -0.8797 0.047
P -3.7038 0.5421 0.1164 0.194
C -1.7813 -0.4758 -1.4469 0.019
C -2.7704 0.6326 -1.5206 0.033
H -1.9451 -1.1727 -0.6157 0.004
H -1.7089 -1.0290 -2.3893 0.003
H -2.3458 1.6666 -1.4837 0.011
H -3.3999 0.5504 -2.4098 0.006
C -4.0107 -1.1995 0.6502 0.041
H -4.5713 -1.1472 1.5868 0.002
H -3.0943 -1.7672 0.8266 0.001
H -4.6140 -1.7416 -0.0903 0.007
C -5.2895 0.8589 -0.8359 0.044
H -6.0855 0.1381 -0.5486 0.001
H -5.1281 0.7397 -1.9240 0.006
H -5.6155 1.8889 -0.6713 0.002
C 0.6012 -1.1912 -1.7007 0.012
H 1.6902 -1.0777 -1.8113 0.000
H 0.1728 -1.3481 -2.7088 0.001
H 0.3712 -2.0598 -1.0697 0.000
C 0.0135 1.2855 -2.5694 -0.002
H -0.3629 2.3101 -2.5260 0.000
H -0.4869 0.7483 -3.3864 0.000
H 1.0794 1.3141 -2.8204 0.000
Pd -1.8038 1.2122 0.9012 0.691
C 2.2952 -1.6349 1.2370 0.001
C 2.9849 -2.6356 0.6786 0.000
C 4.2864 -2.5746 -0.0619 0.000
C 4.8621 -1.1501 -0.1616 0.000
C 4.0255 -0.2105 -0.9702 0.000
C 3.1973 0.7417 -0.5251 0.000
C 2.7381 0.9200 0.8787 0.001
C 2.7891 -0.3372 1.8063 0.000
C -1.2027 3.1147 1.5631 0.411
H 1.2079 -1.7178 1.3418 0.001
H 2.5606 -3.6439 0.7823 0.000
H 4.1416 -2.9650 -1.0773 0.000
H 5.0259 -3.2106 0.4594 0.000
H 5.0392 -0.7340 0.8347 0.000
H 5.8759 -1.2286 -0.5942 0.000
H 4.1989 -0.3374 -2.0453 0.000
H 2.8235 1.4855 -1.2279 0.000
H 1.7056 1.3248 0.8561 0.001
H 3.3465 1.7090 1.3653 0.000
H 3.7725 -0.4323 2.2827 0.000
H 2.1257 -0.0745 2.6535 0.000
H -1.8227 3.4828 2.4081 0.019
H -1.3325 3.7187 0.6442 0.036
H -0.1499 3.0541 1.8875 0.040
F -1.1467 0.6117 3.8808 0.048
C -2.2989 0.8840 3.1806 0.243
F -3.1416 -0.1684 3.4289 0.045
F -2.8646 1.9569 3.8209 0.032
```

The energy above the lowest of the compared OMol25 structures with the same formula, charge and spin comes out at 2.549 eV. Its expectation value of S² is 2.0111. Its multiplicity is 3. The HOMO energy (spin up / spin down) comes out at -6.928 / -8.691 eV. The LUMO energy (spin up / spin down) is 0.611 / -1.107 eV.



ORCA calculation (ωB97M-V/def2-TZVPD) on a 3-piece molecular cluster, C12H24N5O overall in a non-equilibrium geometry.

```
42
Properties=species:S:1:pos:R:3:lowdin_charge:R:1
N -0.0752 -0.7149 3.4622 0.271
C -1.2059 -0.3427 2.9323 -0.339
N -2.2097 -1.1764 2.6612 0.137
C -3.4884 -0.5518 2.2431 -0.135
C -3.8197 0.6963 3.0610 -0.129
C -2.5590 1.5584 3.2798 -0.116
N -1.3430 1.0299 2.6410 -0.110
O -1.3969 1.1674 1.2233 0.013
H 0.7098 -0.0674 3.3945 0.090
H 0.0528 -1.6468 3.8266 0.147
H -2.3357 -1.9024 3.3584 0.166
H -3.4230 -0.3263 1.1796 0.122
H -4.2611 -1.3115 2.3633 0.131
H -4.5821 1.2643 2.5266 0.122
H -4.2442 0.4108 4.0262 0.116
H -2.6872 2.5779 2.9158 0.134
H -2.3162 1.6361 4.3438 0.132
H -0.8109 1.9198 1.0532 0.122
C 3.2765 -2.9322 0.3652 -0.102
C 2.0735 -2.2876 -0.3128 -0.261
C 2.1832 -0.7641 -0.4246 -0.189
C 2.1648 -0.1148 0.8829 -0.198
N 2.1383 0.3865 1.9163 0.150
H 3.3804 -2.6046 1.4018 0.069
H 3.1787 -4.0169 0.3679 0.076
H 4.2007 -2.6832 -0.1583 0.081
H 1.1592 -2.5454 0.2272 0.106
H 1.9588 -2.6782 -1.3233 0.098
H 1.3501 -0.3777 -1.0145 0.085
H 3.1014 -0.4821 -0.9432 0.130
C 0.7900 2.5641 -3.4652 -0.107
C 1.3852 1.8363 -4.6637 -0.255
C 0.5280 0.6519 -5.1245 -0.183
C 0.4643 -0.4040 -4.1149 -0.215
N 0.4329 -1.2313 -3.3195 0.160
H 0.7358 1.9096 -2.5924 0.056
H 1.3981 3.4274 -3.1976 0.075
H -0.2185 2.9197 -3.6837 0.079
H 2.3900 1.4833 -4.4253 0.112
H 1.4838 2.5247 -5.5034 0.112
H 0.9301 0.2189 -6.0413 0.123
H -0.4898 0.9790 -5.3450 0.124
```

The energy above the lowest of the compared OMol25 structures with the same formula, charge and spin comes out at 0.343 eV. The HOMO energy comes out at -13.657 eV. The charge is +1. The LUMO energy is -3.251 eV.



ORCA calculation (ωB97M-V/def2-TZVPD) on a 5-piece molecular cluster, C24H46BClO17S4 overall in a non-equilibrium geometry.

```
93
Properties=species:S:1:pos:R:3:lowdin_charge:R:1
C 4.0830 -0.8418 -0.7463 -0.063
C 2.7528 -1.6962 -0.4088 -0.203
O 1.7621 -1.3456 -1.4226 -0.039
B 0.5899 -0.7417 -0.8188 -0.476
O 0.7214 0.6070 -0.3175 0.099
C -0.7683 -1.6269 -0.8082 0.072
C -1.3648 -2.1555 -2.0021 -0.044
C -0.7453 -1.9210 -3.4674 -0.155
C -1.8661 -2.0137 -4.6459 -0.106
C -2.7361 -2.9904 -1.7987 -0.253
O -2.9702 -4.0571 -2.4177 0.055
C -3.7467 -2.3477 -0.7116 0.080
C -3.1537 -1.8060 0.4735 -0.102
C -4.0664 -1.1060 1.5829 -0.083
C -3.7339 0.4816 1.4774 -0.637
O -4.3536 1.2565 0.7096 -0.036
Cl -2.4037 1.1783 2.5554 0.591
C -1.5415 -1.9127 0.5816 -0.217
O -0.9531 -2.2166 1.6505 0.059
H 3.9625 -0.4861 -1.8377 0.090
H 4.1173 0.0264 -0.0073 0.070
H 5.0223 -1.4874 -0.7101 0.074
H 2.3471 -1.5354 0.6462 0.131
H 3.0101 -2.8136 -0.5321 0.109
H 1.1210 1.1216 -1.0639 0.119
H 0.1446 -2.6283 -3.6583 0.131
H -0.3022 -0.8573 -3.5636 0.115
H -1.6599 -1.1433 -5.3777 0.079
H -1.7102 -2.9728 -5.2411 0.078
H -2.9301 -1.8585 -4.2677 0.073
H -4.8628 -2.3115 -0.9251 0.128
H -3.8988 -1.4837 2.6436 0.126
H -5.1609 -1.2010 1.2297 0.133
O -9.7062 4.1483 1.5607 -0.282
S -8.7983 5.0974 0.9720 0.602
O -8.2818 4.9302 -0.3601 -0.284
O -7.5600 5.3368 1.9848 -0.267
C -6.8219 4.2012 2.4388 -0.261
C -5.8675 3.6925 1.3749 -0.079
C -9.5034 6.7169 1.1011 -0.124
H -7.4981 3.4098 2.7749 0.117
H -6.2470 4.5251 3.3100 0.123
H -6.4125 3.2773 0.5245 0.074
H -5.2241 2.9104 1.7762 0.046
H -5.2445 4.5056 0.9937 0.092
H -9.8568 6.8686 2.1201 0.074
H -10.3375 6.7749 0.4015 0.076
H -8.7451 7.4534 0.8377 0.074
O 3.4842 -5.1201 0.1608 -0.284
S 4.8384 -5.5758 0.3341 0.600
O 5.8519 -5.3511 -0.6615 -0.280
O 4.8184 -7.1490 0.7122 -0.266
C 4.1303 -8.0491 -0.1561 -0.269
C 4.9385 -8.3480 -1.4050 -0.077
C 5.4417 -4.9831 1.8900 -0.117
H 3.1395 -7.6609 -0.4091 0.117
H 3.9800 -8.9757 0.4033 0.122
H 5.0318 -7.4603 -2.0343 0.071
H 4.4596 -9.1316 -1.9964 0.081
H 5.9505 -8.6667 -1.1438 0.085
H 4.6989 -5.1898 2.6594 0.075
H 5.6001 -3.9079 1.7994 0.074
H 6.3846 -5.4804 2.1148 0.075
O 5.2167 -0.1759 2.6738 -0.290
S 5.1958 0.8295 3.7038 0.600
O 5.0334 2.2258 3.4002 -0.278
O 6.5027 0.6480 4.6408 -0.267
C 7.7886 0.6388 4.0212 -0.270
C 8.2380 2.0386 3.6462 -0.076
C 3.9895 0.3760 4.9183 -0.120
H 7.7943 -0.0251 3.1519 0.115
H 8.4880 0.2215 4.7498 0.122
H 7.6122 2.4527 2.8527 0.071
H 9.2711 2.0303 3.2912 0.081
H 8.1609 2.7122 4.5031 0.085
H 4.1342 -0.6694 5.1875 0.074
H 3.0023 0.5176 4.4778 0.078
H 4.1050 1.0220 5.7880 0.075
O -1.2965 1.9074 -2.6529 -0.284
S -2.1826 2.7337 -3.4310 0.601
O -2.2298 2.6554 -4.8669 -0.281
O -1.9718 4.2791 -3.0003 -0.261
C -0.6551 4.8268 -3.0510 -0.268
C -0.2411 5.1554 -4.4733 -0.076
C -3.8284 2.5525 -2.8030 -0.110
H 0.0629 4.1525 -2.5753 0.113
H -0.6722 5.7468 -2.4615 0.123
H -0.1268 4.2472 -5.0690 0.070
H 0.7124 5.6884 -4.4845 0.081
H -0.9990 5.7705 -4.9644 0.086
H -3.8071 2.6556 -1.7183 0.063
H -4.1839 1.5595 -3.0790 0.077
H -4.4635 3.3139 -3.2545 0.078
```

The HOMO energy comes out at -9.298 eV. The LUMO energy is -1.017 eV.